105
Properties=species:S:1:pos:R:3:forces:R:3 method="wB97M-V/def2-TZVPD" de_lowest_kcal_mol=54.1 total_charge=-1 homo_energy_ev=-5.20 max_force_ev_per_a=11.26
B -0.399 0.968 0.228 -0.65 -1.97 2.15
H 0.173 0.094 1.124 -0.68 1.22 -0.67
H -1.028 1.871 0.721 -0.69 -0.12 0.71
H 0.414 1.594 -0.230 2.16 0.81 -1.57
H -1.058 0.238 -0.469 -0.15 0.03 -0.45
N 0.013 -3.778 -3.987 -1.86 4.68 -0.24
C -0.972 -3.333 -4.955 2.39 4.99 3.38
C -1.159 -1.787 -4.810 4.59 -6.80 4.38
C -0.294 -1.429 -3.573 -0.27 -7.09 -2.90
C 0.421 -2.706 -3.120 -3.28 2.83 -2.20
H 0.199 -4.737 -3.861 0.41 -0.86 0.31
H -1.395 -4.086 -5.554 -0.49 -0.43 -0.90
H -1.954 -1.354 -5.283 -1.53 1.58 -1.10
H -0.307 -0.552 -3.026 0.19 1.65 0.83
H 0.938 -2.751 -2.131 -0.22 -0.56 -1.39
N -3.876 -3.393 0.612 2.43 -3.04 -10.57
C -3.096 -2.837 -0.441 -0.52 -0.82 -1.83
C -2.892 -3.897 -1.435 -4.01 0.07 9.20
C -3.428 -5.110 -0.869 -3.28 0.11 0.62
C -4.173 -4.667 0.329 0.15 -3.25 0.81
H -3.961 -2.977 1.376 -1.48 4.35 8.38
H -2.846 -1.704 -0.583 -0.49 -2.46 0.73
H -2.465 -3.639 -2.239 3.38 1.12 -6.25
H -3.690 -6.163 -1.345 1.03 2.57 0.97
H -4.848 -5.270 1.180 2.18 1.53 -2.69
N -1.860 4.572 -3.306 0.83 -0.90 -4.06
C -2.259 5.856 -3.606 -0.72 0.65 2.57
C -2.492 6.374 -2.221 -2.02 0.61 -0.68
C -2.282 5.352 -1.190 0.53 -0.95 -3.35
C -1.807 4.245 -2.006 -0.92 -0.85 2.71
H -1.555 3.994 -4.171 -0.43 0.70 2.71
H -2.392 6.155 -4.760 0.34 -0.37 3.37
H -3.114 7.292 -1.932 1.46 -1.13 -0.88
H -2.567 5.331 -0.084 0.80 0.21 -2.01
H -1.587 3.175 -1.691 -0.11 1.66 -0.46
N 2.801 -0.464 -0.232 2.00 -1.72 0.11
C 3.556 -0.316 -1.396 2.99 -2.74 3.84
C 4.837 -1.024 -1.182 -3.73 0.26 3.15
C 4.745 -1.677 0.219 -3.92 2.76 -1.58
C 3.344 -1.276 0.799 3.16 -0.07 -3.29
H 1.904 -0.047 -0.194 -1.14 0.43 0.42
H 3.154 0.331 -2.116 -0.11 0.59 -1.16
H 5.689 -1.024 -1.851 -0.21 -0.13 0.15
H 5.560 -2.248 0.674 -0.68 0.22 -0.03
H 2.703 -1.533 1.717 1.49 0.49 -1.56
N -0.847 -4.181 0.947 1.21 1.36 -0.82
C 0.521 -3.644 0.792 -1.26 -8.74 4.31
C 1.368 -4.763 1.431 -4.61 -0.28 -1.91
C 0.456 -5.954 1.696 -3.01 6.18 -2.13
C -0.970 -5.481 1.366 7.87 1.81 0.57
H -1.706 -3.615 0.684 1.78 -0.92 0.23
H 0.779 -2.700 0.529 0.30 2.67 -0.82
H 2.445 -4.842 1.530 -0.20 0.43 -0.09
H 0.642 -6.866 2.144 0.69 -1.58 0.67
H -1.896 -5.893 1.470 -2.10 -1.17 0.23
N 1.738 3.796 -3.806 -0.81 -4.52 -3.42
C 1.242 2.606 -3.359 3.68 -2.71 -7.75
C 1.649 1.539 -4.569 -1.90 3.65 2.22
C 2.213 2.386 -5.643 -1.28 0.28 3.54
C 2.185 3.705 -5.111 0.82 1.00 -0.31
H 1.754 4.567 -3.206 0.48 0.72 -0.19
H 0.775 2.524 -2.470 -1.20 -0.67 2.87
H 1.183 0.515 -4.636 1.04 1.25 0.14
H 2.666 2.048 -6.581 -0.51 0.32 0.44
H 2.424 4.714 -5.536 0.22 -1.43 0.09
N -4.556 -1.001 2.438 4.70 -5.70 4.96
C -5.297 -1.962 3.199 6.46 -1.53 1.19
C -4.227 -2.834 3.880 -0.73 3.31 -1.50
C -2.882 -2.361 3.654 -4.04 4.41 -4.97
C -3.026 -1.228 2.625 -0.92 -0.40 1.38
H -4.998 -0.395 1.883 -1.48 2.99 -2.68
H -6.346 -2.006 3.414 -0.21 0.29 -0.50
H -4.281 -3.616 4.599 -1.11 -0.52 0.32
H -1.944 -2.678 4.014 0.73 -0.49 0.34
H -2.120 -0.518 2.074 -3.18 -2.08 1.54
N 0.672 1.740 3.760 -0.05 -1.09 -4.03
C -0.167 1.764 4.857 8.41 3.08 2.77
C 0.769 2.284 6.000 0.77 -2.33 -4.31
C 2.231 2.321 5.436 -9.55 -1.74 -5.40
C 2.014 2.007 3.940 0.14 0.90 6.08
H 0.359 1.446 2.698 0.56 0.85 3.31
H -1.170 1.631 4.817 -2.69 -0.42 -0.21
H 0.395 2.263 7.018 0.41 0.31 -0.07
H 3.152 2.467 5.772 3.44 0.83 1.99
H 2.926 1.930 3.319 -1.54 -0.18 -0.41
N 0.779 5.946 -2.540 -3.51 -0.77 1.89
C 1.562 5.245 -1.756 1.65 -2.25 6.66
C 2.976 5.687 -1.841 -3.35 -0.87 -0.90
C 2.921 6.601 -2.967 -3.41 -0.28 1.57
C 1.435 6.818 -3.243 6.50 -1.34 0.78
H -0.278 5.748 -2.544 2.36 0.93 -0.08
H 0.985 4.431 -0.946 2.14 2.59 -2.59
H 3.776 5.195 -1.192 -1.09 1.02 -1.51
H 3.780 7.015 -3.450 -0.03 0.54 -0.22
H 0.832 7.350 -3.822 -1.46 2.74 -3.02
N 1.079 -2.714 3.905 0.22 -2.00 1.17
C 1.288 -1.420 4.221 0.64 0.72 0.66
C 2.031 -1.254 5.397 -0.51 -3.27 -0.34
C 2.317 -2.672 5.895 -4.61 1.53 -6.47
C 1.621 -3.528 4.881 1.14 -0.23 1.39
H 0.667 -3.176 3.064 0.42 1.11 0.80
H 0.889 -0.700 3.553 -0.13 0.67 -0.23
H 2.215 -0.278 5.850 0.19 -0.59 -0.16
H 2.955 -2.953 6.623 1.61 -0.99 2.39
H 1.394 -4.685 4.706 1.04 2.75 0.82